Computed, not measured: C18H23N2OReS3 as an isolated structure at a distorted geometry, with the ωB97M-V functional and the def2-TZVPD basis.

```
! wB97M-V def2-TZVPD RIJCOSX def2/J DEFGRID3
* xyz 1 2
Re -0.16474 0.34780 -0.74099
C 0.72767 -1.98636 -1.55969
C 0.41556 -2.42570 -0.28945
C -0.91198 -1.99108 0.02581
C -1.47260 -1.37353 -1.11298
C -0.42326 -1.32554 -2.11448
C -0.67857 -1.18212 -3.59047
C -2.94123 -1.38020 -1.44049
C -1.68027 -2.23896 1.28657
C 1.31030 -3.21282 0.60163
C 2.01550 -2.19088 -2.29307
H 0.18640 -0.76809 -4.10748
H -1.52413 -0.52924 -3.79019
H -0.89181 -2.15995 -4.03056
H -3.54567 -0.93377 -0.65059
H -3.27638 -2.40982 -1.57959
H -3.15426 -0.84190 -2.36157
H -2.44344 -1.47913 1.44201
H -1.04065 -2.28664 2.16903
H -2.19090 -3.20482 1.21550
H 1.05060 -3.09541 1.65353
H 2.35578 -2.92850 0.47181
H 1.23637 -4.27848 0.36961
H 2.21425 -1.37585 -2.98775
H 1.95717 -3.10970 -2.88435
H 2.86469 -2.29135 -1.61898
S 0.83959 2.42349 -0.58393
C -0.24674 3.59051 -1.28156
C 0.17773 4.97000 -1.30496
N 0.54913 6.05696 -1.30628
C -1.42958 3.18679 -1.74347
S -1.88600 1.50100 -1.60588
C -2.40277 4.08346 -2.31735
N -3.19906 4.77978 -2.76578
O 1.33015 0.03616 0.63667
S 1.36278 -0.06282 2.21210
C 2.59729 1.16350 2.68965
C 1.92417 2.04756 3.73873
C 0.50566 2.27558 3.22326
C -0.01977 0.88790 2.86148
H 2.80927 1.69969 1.76194
H 3.49264 0.64522 3.02602
H 2.48118 2.97343 3.87095
H 1.90137 1.53693 4.70440
H 0.52351 2.90360 2.33136
H -0.13587 2.75560 3.95988
H -0.78572 0.86658 2.08319
H -0.38335 0.33112 3.72674
*
```

Values from the calculation:
energy relative to the best compared isomer or geometry (same formula, charge and spin): 1.917 eV



Computed, not measured: an isolated ion of composition C7H13O3 and charge +1 at a distorted geometry, with the ωB97M-V functional and the def2-TZVPD basis.

```
! wB97M-V def2-TZVPD RIJCOSX def2/J DEFGRID3
* xyz 1 1
C 0.20221 0.21058 -0.10467
C 1.62273 -1.88999 -1.25504
C 0.14702 -1.66077 -1.47542
C 2.32979 -0.46518 -1.09085
C -1.91930 0.43093 1.42728
C -0.91355 2.47816 0.21951
C -0.65087 1.24547 1.03540
O -0.45797 -0.78660 -0.47231
O 1.43254 0.40858 -0.22437
O 0.29652 1.45539 1.98301
H 1.92164 -2.30325 -0.32613
H 2.14194 -2.32640 -2.20129
H 0.00794 -1.19148 -2.54886
H -0.52713 -2.52808 -1.40337
H 3.28049 -0.64026 -0.52948
H 2.45115 0.14792 -2.04443
H -2.68768 0.78809 2.14063
H -1.51751 -0.58391 1.94520
H -2.35904 0.12554 0.39451
H -1.26233 3.25879 0.83984
H -1.80784 2.50568 -0.51225
H 0.01849 2.65907 -0.27309
H 0.54465 2.34733 2.25609
*
```

Values from the calculation:
energy relative to the best compared isomer or geometry (same formula, charge and spin): 1.062 eV



Computed, not measured: C22H20F33NO6S2 as an isolated structure, with the ωB97M-V functional and the def2-TZVPD basis.

```
! wB97M-V def2-TZVPD RIJCOSX def2/J DEFGRID3
* xyz 0 1
O -4.81933 4.46370 -0.45130
S -5.42993 3.44930 0.32392
O -6.80634 3.48693 0.65495
F -4.66709 3.35209 1.67472
N -4.93611 1.98801 -0.28369
S -5.44292 1.89706 -1.97293
C -5.25316 0.81376 0.56691
C -3.97041 0.09879 0.97384
O -3.00965 0.97946 1.50919
C -2.01825 1.38652 0.61412
C -0.74922 1.71708 1.39074
F -0.50700 0.74402 2.28844
F 0.28852 1.74407 0.51671
C -0.73641 3.04779 2.17674
F 0.46071 3.16284 2.78738
F -1.68996 2.95943 3.12412
C -0.99029 4.36478 1.36769
F -0.44995 5.38283 2.07398
F -2.32054 4.55836 1.28592
C -0.39649 4.43221 -0.05486
F 0.94694 4.46117 0.05252
F -0.80806 5.58163 -0.61806
H -5.31200 0.56788 -2.01410
H -5.85791 0.11335 -0.00724
H -5.83279 1.11945 1.43626
H -4.21679 -0.62532 1.75246
H -3.57173 -0.44004 0.11142
H -1.73271 0.58651 -0.07846
H -2.36028 2.24609 0.02826
H -0.69151 3.60400 -0.69742
C -3.84213 -5.21771 -2.51152
C -4.43294 -3.98928 -1.81007
C -4.13953 -2.61323 -2.41702
F -2.82301 -2.33948 -2.39689
F -4.76217 -1.67460 -1.65053
F -4.10698 -3.98266 -0.50380
F -5.79057 -4.11901 -1.90792
O -2.64824 -5.73579 -1.96652
C -1.41833 -5.31560 -2.38547
C -0.58487 -4.76478 -1.21801
F -1.21534 -3.72696 -0.63559
F 0.59728 -4.31988 -1.70682
F -1.49934 -4.42427 -3.38749
F -0.74891 -6.39286 -2.84879
H -4.57999 -6.00287 -2.35401
H -3.76232 -5.05020 -3.58612
H -4.51481 -2.54272 -3.43999
H -0.40333 -5.54753 -0.48053
C 1.77869 3.81557 5.77068
C 1.31631 4.95955 6.67878
C 1.69293 6.38628 6.26538
F 3.03259 6.54053 6.25805
F 1.17134 7.24926 7.16498
F 1.69267 4.73611 7.95309
F -0.05079 4.93538 6.63106
O 2.94616 3.12277 6.16315
C 4.18744 3.50743 5.75932
C 5.10069 3.82795 6.95277
F 4.57410 4.82151 7.69273
F 6.30126 4.23370 6.48260
F 4.15117 4.52762 4.88606
F 4.75896 2.45319 5.12410
H 0.98689 3.07134 5.83971
H 1.82666 4.13806 4.73034
H 1.29211 6.61747 5.27514
H 5.23041 2.93781 7.57057
C 5.37412 -3.04593 -5.52801
C 6.19741 -4.31136 -5.26046
C 6.07168 -5.46363 -6.26369
F 4.80867 -5.93396 -6.29336
F 6.89037 -6.46547 -5.87632
F 5.97839 -4.76266 -4.01182
F 7.50616 -3.92030 -5.34855
O 4.16015 -2.92371 -4.81823
C 2.97918 -3.39066 -5.31090
C 2.33221 -4.40900 -4.36110
F 3.15197 -5.46116 -4.17271
F 1.18665 -4.85517 -4.92379
F 3.10272 -3.88520 -6.55524
F 2.11973 -2.34308 -5.37944
H 5.99290 -2.23247 -5.15270
H 5.23749 -2.89132 -6.59877
H 6.36163 -5.13401 -7.26468
H 2.11514 -3.93673 -3.40387
*
```



Computed, not measured: CHBr4O2P as an isolated structure at a distorted geometry, with the ωB97M-V functional and the def2-TZVPD basis.

```
! wB97M-V def2-TZVPD RIJCOSX def2/J DEFGRID3
* xyz 0 1
C -0.24943 -0.21668 1.34769
O 0.24789 1.20835 -1.55993
O -0.63510 -0.23005 0.09480
P 0.57560 -0.27123 -1.04994
Br 1.15822 1.14229 1.68925
Br 0.47821 -2.00881 1.64644
Br -1.76573 0.18568 2.48120
Br -0.53406 -1.55513 -2.41729
H 0.72440 1.74558 -2.23221
*
```

Values from the calculation:
energy relative to the best compared isomer or geometry (same formula, charge and spin): 0.791 eV



Computed, not measured: one molecule with the formula C4H8O3 at a distorted geometry, with the ωB97M-V functional and the def2-TZVPD basis.

```
! wB97M-V def2-TZVPD RIJCOSX def2/J DEFGRID3
* xyz 0 1
C 1.63205 -0.34998 0.60761
C 0.12092 1.80643 0.25678
C -1.54992 -1.30414 -0.16435
C 0.24466 0.27849 0.00835
O 2.47782 -0.84504 -0.08220
O 0.29609 0.01863 -1.33270
O -0.84391 -0.40455 0.62285
H 1.77248 -0.45474 1.72152
H -0.35573 2.27168 -0.69575
H -0.48688 1.79242 1.16352
H 0.93960 2.37583 0.39070
H -1.15711 -2.30705 0.17559
H -1.47775 -1.10550 -1.18038
H -2.61404 -1.22731 -0.03189
H 1.00172 -0.54520 -1.45965
*
```

Values from the calculation:
energy relative to the best compared isomer or geometry (same formula, charge and spin): 2.754 eV
structure (SMILES): CO[C@](C)(O)C=O



DFT total energy values (in eV) by entry order: -58695.2257, -13603.1056, -148259.7594, -294607.7083, -10418.2493.